{"formula": "C30H62B2FIN3O8", "method": "the ωB97M-V functional and the def2-TZVPD basis", "total_charge": 1, "de_lowest_kj_mol": 0.00, "orbital_gap_ev": 9.052, "symbols": ["C", "H", "H", "O", "O", "H", "C", "H", "H", "H", "H", "H", "H", "H", "I", "C", "C", "B", "O", "H", "C", "H", "H", "H", "H", "H", "N", "N", "C", "H", "N", "C", "O", "C", "H", "H", "H", "C", "C", "H", "H", "H", "H", "H", "H", "H", "H", "H", "F", "O", "H", "H", "C", "H", "H", "O", "H", "C", "H", "H", "O", "C", "H", "H", "B", "H", "C", "C", "H", "C", "H", "C", "H", "C", "C", "H", "H", "C", "C", "H", "C", "H", "H", "H", "C", "H", "C", "H", "C", "H", "H", "H", "H", "H", "O", "C", "H", "H", "H", "C", "H", "C", "C", "H", "H", "C", "H"], "positions_angstrom": [[1.128, -3.083, 1.232], [-1.909, 1.438, -2.475], [0.252, 0.903, -3.017], [4.427, -3.378, 3.300], [2.573, 0.466, 3.533], [0.981, 2.271, 0.842], [-2.750, 3.934, -5.787], [-1.649, 5.253, -2.124], [1.794, -4.043, -1.099], [-2.269, 0.851, 1.606], [0.381, 1.675, 4.186], [-3.133, 0.089, -0.738], [-0.062, 0.435, 0.783], [-2.357, -0.717, 4.177], [6.297, -1.981, -1.252], [3.393, -2.733, -1.755], [-0.167, 0.154, -2.339], [1.931, 0.191, 2.369], [-3.083, 5.288, -5.488], [-1.916, -1.721, 2.835], [-1.907, -0.689, 3.183], [-4.187, 3.313, 0.001], [-2.524, 3.169, 0.605], [-3.185, 6.873, -1.207], [4.498, -1.964, 4.890], [2.505, 2.549, 0.032], [-2.469, -0.243, -1.422], [2.458, 0.762, 1.132], [-3.195, 5.230, 0.261], [-2.215, 5.555, 0.617], [-0.052, -0.566, 0.973], [3.522, -2.344, 2.953], [1.379, -5.261, 2.568], [1.979, -2.978, -1.222], [2.733, -5.607, 0.063], [-3.089, 5.012, -8.303], [-4.550, 5.760, -1.341], [-1.460, 0.757, -1.751], [4.528, -3.067, -0.793], [-1.707, 3.888, -6.120], [4.368, 1.488, 0.579], [-3.111, 4.823, -3.025], [-1.178, 1.408, -0.905], [-3.285, 2.699, -7.511], [-2.849, 3.340, -4.875], [-0.066, -2.917, 4.138], [4.419, 0.283, 1.853], [-0.604, -0.898, -3.951], [-0.167, -3.495, 0.783], [2.905, -4.963, 0.756], [-1.032, -0.845, 1.037], [3.468, -1.689, -2.067], [-3.930, 4.804, -7.639], [-3.467, -0.426, 1.690], [1.281, -7.273, 2.088], [-0.196, -2.918, 3.182], [1.287, -2.660, -2.004], [-2.685, 4.912, -2.028], [3.601, -1.994, 1.923], [1.100, 0.825, -0.768], [-2.693, 3.622, -1.394], [0.912, -2.287, 2.571], [2.003, -1.853, 4.390], [5.545, -1.586, 3.412], [1.846, -4.534, 1.523], [-2.108, -1.137, -1.125], [-2.808, 0.196, 2.296], [-3.702, 3.491, -6.890], [4.292, -2.839, 0.243], [4.665, -2.064, 3.823], [-3.440, 0.853, 2.890], [-3.180, 3.741, -0.060], [-4.844, 4.817, -8.230], [-0.446, -0.214, 3.391], [-0.434, 1.319, 3.561], [3.533, -3.323, -2.663], [2.016, -3.515, 3.861], [0.914, -0.116, -1.291], [-3.963, 5.806, -6.492], [-0.252, -1.797, -0.705], [0.549, -1.205, -0.273], [4.105, -0.199, 0.171], [-0.376, 1.857, 2.614], [-0.102, -6.287, 1.560], [0.605, -6.463, 2.374], [1.853, -0.364, -1.781], [2.066, 2.169, 0.954], [-3.614, 6.799, -6.777], [1.645, -2.208, 0.080], [-4.970, 5.899, -6.074], [-0.556, -7.782, 3.603], [-1.362, 1.637, 4.036], [-0.895, -6.057, 3.866], [0.596, -6.780, 4.490], [-0.422, -1.066, -3.022], [-3.485, 5.831, -1.115], [-3.936, 5.487, 1.017], [2.380, 2.813, 1.783], [2.537, -1.653, 0.383], [3.907, 0.565, 0.930], [4.809, -4.115, -0.823], [-0.114, -6.788, 3.661], [2.118, -2.489, 3.508], [-4.640, 3.132, -6.462], [-0.108, -0.641, 4.341], [0.594, -0.749, 2.340], [2.175, 0.135, 4.343]], "forces_ev_per_a": [[0.284, 0.068, 0.240], [0.069, 0.038, 0.014], [0.005, -0.047, -0.061], [-0.005, 0.104, -0.056], [-0.020, 0.061, -0.084], [-0.057, 0.040, 0.069], [0.005, -0.040, -0.003], [0.001, 0.004, 0.007], [-0.020, 0.059, 0.043], [0.064, -0.024, -0.001], [0.102, -0.002, -0.040], [-0.075, 0.082, -0.064], [-0.131, 0.017, 0.043], [-0.014, -0.068, 0.007], [0.168, 0.072, -0.033], [0.063, -0.067, -0.072], [-0.053, -0.033, 0.140], [-0.110, -0.226, -0.115], [-0.020, 0.000, 0.065], [-0.024, 0.152, -0.020], [-0.059, 0.011, -0.053], [0.001, 0.003, -0.001], [0.002, -0.004, 0.009], [0.003, 0.003, 0.010], [0.038, 0.033, 0.031], [-0.015, 0.012, -0.011], [0.086, -0.052, 0.275], [0.202, 0.163, 0.310], [-0.007, 0.000, -0.016], [0.007, -0.005, -0.004], [-0.052, 0.094, -0.033], [-0.030, 0.308, -0.075], [-0.595, 0.196, -0.289], [-0.065, -0.074, -0.060], [0.215, -0.227, 0.194], [0.007, 0.002, 0.004], [-0.002, -0.003, -0.005], [-0.033, -0.002, -0.152], [-0.169, -0.123, 0.121], [-0.005, -0.020, -0.010], [0.011, -0.021, -0.002], [0.010, 0.005, -0.006], [-0.023, -0.014, -0.010], [0.003, 0.010, -0.015], [0.018, -0.003, 0.001], [-0.022, -0.118, -0.034], [0.025, 0.011, -0.034], [-0.149, 0.015, 0.053], [0.047, -0.067, 0.154], [-0.415, 0.141, -0.272], [0.018, -0.109, -0.006], [0.052, 0.037, 0.064], [-0.007, -0.010, 0.022], [-0.064, 0.013, 0.054], [-0.016, 0.001, 0.002], [0.087, -0.010, 0.153], [-0.008, -0.022, -0.014], [-0.030, 0.050, -0.016], [0.087, -0.147, 0.195], [0.062, -0.203, -0.173], [0.017, -0.025, 0.023], [-0.058, 0.027, -0.255], [-0.107, -0.022, 0.043], [0.010, 0.129, 0.071], [0.308, -0.027, 0.121], [0.033, -0.066, -0.139], [0.001, 0.016, -0.076], [-0.006, 0.042, -0.008], [0.098, 0.031, -0.108], [-0.075, -0.376, -0.182], [0.002, 0.015, -0.003], [0.010, 0.028, 0.011], [-0.004, -0.011, 0.001], [0.119, 0.028, -0.078], [-0.051, -0.082, 0.064], [-0.030, 0.091, -0.049], [0.112, -0.029, 0.067], [-0.144, 0.224, 0.158], [0.022, 0.008, -0.036], [-0.079, -0.031, 0.096], [-0.002, -0.008, -0.231], [-0.044, 0.001, 0.029], [-0.020, 0.017, -0.089], [-0.033, -0.063, 0.028], [0.288, -0.095, 0.072], [-0.043, -0.086, -0.091], [0.001, -0.079, -0.027], [-0.004, 0.003, 0.001], [0.092, 0.113, -0.118], [-0.002, -0.015, 0.001], [-0.065, 0.022, -0.013], [0.040, 0.010, 0.024], [-0.010, -0.008, -0.008], [-0.003, -0.041, -0.015], [0.250, -0.035, -0.039], [0.003, -0.023, 0.021], [-0.007, 0.007, -0.008], [0.007, 0.011, -0.026], [-0.152, -0.084, 0.094], [0.033, 0.130, 0.074], [-0.023, 0.044, -0.020], [0.096, 0.037, 0.018], [-0.093, -0.094, 0.113], [-0.003, 0.004, 0.006], [-0.046, -0.005, -0.002], [0.086, 0.267, 0.046], [0.027, -0.062, -0.002]], "lowdin_charge": [-0.1537, 0.1038, 0.1512, 0.0017, 0.2104, 0.0713, -0.2144, 0.1238, 0.1148, 0.0438, 0.0873, 0.0596, 0.1223, 0.1246, 0.8184, -0.2833, -0.3384, -0.5587, -0.1591, 0.1029, -0.1898, 0.1213, 0.0953, 0.1164, 0.1260, 0.1001, 0.0419, -0.1131, -0.1632, 0.1134, 0.1913, -0.2948, 0.0712, -0.1203, 0.1298, 0.1147, 0.1180, -0.2156, -0.6701, 0.1182, 0.0985, 0.0974, 0.0942, 0.1114, 0.1046, 0.1250, 0.0861, 0.1112, 0.0338, 0.1865, 0.1416, 0.0720, -0.1657, 0.0786, 0.1277, 0.0114, 0.1144, -0.1802, 0.1108, 0.0918, -0.1683, -0.3200, 0.1295, 0.1215, -0.5571, 0.0561, -0.0945, -0.1664, 0.0087, -0.0624, 0.0832, -0.2169, 0.1131, -0.2636, -0.0289, 0.1185, 0.1394, -0.0693, -0.1968, 0.1332, -0.1774, 0.0399, 0.0727, 0.1280, -0.1998, 0.1233, -0.0606, 0.1181, -0.1612, 0.1184, 0.0836, 0.0966, 0.0779, 0.0859, -0.0152, -0.1565, 0.1137, 0.1066, 0.1123, -0.0385, 0.0430, -0.0565, -0.0358, 0.1147, 0.1405, -0.1141, 0.1114]}

***

{"formula": "C30H62BClN3O4", "method": "the ωB97M-V functional and the def2-TZVPD basis", "multiplicity": 4, "s2": 3.764, "orbital_gap_ev": [9.035, 9.228], "symbols": ["H", "Cl", "H", "C", "C", "H", "C", "N", "H", "H", "H", "C", "H", "C", "H", "H", "C", "H", "C", "H", "H", "H", "O", "O", "C", "H", "C", "C", "H", "H", "H", "H", "B", "H", "H", "H", "H", "C", "H", "H", "H", "H", "H", "H", "C", "C", "H", "H", "C", "H", "C", "O", "N", "H", "H", "H", "H", "C", "H", "C", "C", "H", "C", "C", "H", "C", "H", "H", "H", "H", "H", "H", "H", "H", "N", "H", "H", "H", "C", "H", "H", "H", "C", "H", "H", "H", "H", "H", "O", "C", "H", "C", "C", "H", "H", "H", "H", "C", "C", "C", "C"], "positions_angstrom": [[-0.491, -2.040, 2.906], [-3.504, -1.746, 0.332], [-1.126, 3.433, -5.837], [-0.441, 3.288, -2.412], [-1.281, -1.228, 7.973], [6.516, 3.157, -1.720], [-0.553, 1.458, 5.219], [4.827, 0.261, -0.941], [-6.374, -4.053, -0.833], [7.863, 1.923, -0.442], [2.605, 1.464, -1.806], [6.049, 1.039, -1.343], [0.088, 0.672, -1.535], [-2.931, 0.268, 6.971], [3.347, -2.232, -1.217], [-1.896, 2.891, -0.858], [-3.285, 0.790, -2.382], [-0.291, -1.698, 7.975], [-5.547, -4.881, -0.877], [7.615, 1.043, -2.870], [-3.172, 3.443, -2.671], [2.277, 0.507, -3.251], [-0.588, -2.170, 5.470], [-6.157, -6.080, -1.510], [2.897, -1.293, -1.559], [-3.131, 1.148, 6.362], [3.081, 0.898, -2.615], [5.938, -0.034, -3.676], [-3.759, -0.440, 6.846], [-3.538, 1.700, -1.840], [-3.252, 0.956, 4.409], [4.119, -1.114, -4.059], [-2.709, -3.425, 0.173], [0.307, 2.133, 5.138], [-3.644, -0.028, -1.741], [0.621, 3.060, -2.573], [-1.350, 0.525, -0.542], [7.036, 1.264, -0.149], [-3.151, 0.347, 2.791], [4.905, 2.897, -1.056], [-3.880, 0.753, -3.302], [2.295, -0.882, -0.738], [-4.571, -3.300, -2.364], [-3.863, -0.667, 4.045], [3.958, -0.253, -2.053], [-4.343, -4.343, -1.868], [-0.593, 4.743, -4.777], [-3.300, 3.262, -4.429], [-2.892, -4.440, -1.112], [2.206, -1.564, -2.367], [-0.946, 1.029, -1.429], [-0.173, 0.974, -4.374], [-1.678, -1.278, 5.453], [-2.978, 0.628, 8.008], [-0.492, 4.366, -2.213], [-0.231, 2.744, -0.338], [3.625, 1.596, -3.249], [5.649, 2.483, -1.747], [7.500, 0.335, 0.203], [6.830, 0.369, -2.505], [4.774, -0.900, -3.204], [-1.441, 2.098, 5.209], [-0.911, 2.533, -1.172], [-1.667, -0.582, 4.122], [-1.310, -0.583, 8.860], [-0.568, 0.510, 4.024], [-1.978, -1.473, -2.075], [-2.575, 4.698, -3.705], [5.265, 2.565, -2.763], [-1.591, -1.054, 1.964], [-2.011, -4.293, -1.875], [-5.449, -6.790, -1.590], [-2.009, -3.823, 1.060], [-5.196, -5.120, 0.221], [-1.406, 1.459, -3.893], [5.174, -1.870, -2.880], [-2.808, -5.546, -0.673], [-2.237, -2.370, 2.953], [-1.565, -0.405, 6.672], [6.532, -0.591, -4.411], [-2.172, -1.217, -3.814], [0.463, 3.372, -5.045], [-3.058, 0.048, 3.842], [-4.303, -5.120, -2.774], [5.566, 0.853, -4.198], [0.421, 0.039, 3.944], [7.346, -0.529, -2.140], [-0.698, 1.097, 3.105], [5.262, -0.854, -0.198], [-0.467, 0.682, 6.530], [-0.560, -1.198, -3.064], [-1.483, -1.573, 2.924], [-1.770, 0.641, -2.686], [-2.035, -2.013, 8.115], [0.527, 0.220, 6.594], [-0.526, 1.389, 7.368], [6.526, 1.736, 0.700], [-2.654, 3.608, -3.613], [-0.587, 3.654, -4.908], [-1.255, 2.939, -3.686], [-1.605, -0.896, -2.931]], "forces_ev_per_a": [[-0.209, 0.044, 0.283], [0.558, -2.019, -0.419], [0.085, -0.050, 0.207], [0.079, -0.335, 0.064], [0.337, -0.388, -0.602], [-0.077, -0.367, 0.110], [-0.027, 0.002, 0.002], [2.339, -4.371, 1.038], [1.421, -1.841, -0.016], [-0.365, -0.077, -0.238], [0.155, -0.088, -0.044], [1.015, 1.678, 0.102], [-0.132, -0.028, -0.203], [-0.184, 0.158, -0.084], [0.067, 0.335, 0.062], [0.006, -0.022, -0.032], [-0.203, 0.121, 0.057], [-0.258, 0.023, -0.244], [0.039, 0.497, -0.881], [-0.168, 0.070, 0.273], [0.005, -0.135, -0.055], [0.179, -0.128, 0.209], [-3.208, 1.997, 0.004], [1.647, 0.295, 0.960], [0.659, -0.076, 0.468], [-0.004, -0.119, -0.106], [0.078, 0.158, -0.150], [-0.015, 0.031, 0.010], [0.187, 0.089, -0.068], [0.049, 0.064, -0.138], [0.006, -0.091, 0.113], [-0.118, 0.112, 0.312], [-0.360, -0.206, -1.154], [-0.122, -0.073, 0.012], [0.348, 0.130, -0.251], [-0.154, -0.088, -0.185], [-0.126, -0.096, -0.286], [-0.366, -0.692, 0.125], [0.237, -0.219, 0.153], [0.073, -0.163, -0.121], [0.173, 0.083, 0.099], [0.181, -0.021, -0.094], [0.523, -1.964, 1.314], [0.184, 0.084, 0.029], [-1.830, 0.031, -0.871], [0.422, -1.020, -0.468], [-0.218, -0.281, 0.252], [0.151, -0.030, 0.150], [-0.783, -0.098, -0.025], [0.273, 0.339, -0.040], [0.202, 0.215, -0.209], [-3.470, 1.150, 0.871], [4.794, -1.582, -0.076], [0.243, -0.219, -0.215], [-0.119, -0.147, -0.291], [-0.091, -0.020, -0.087], [0.059, 0.034, 0.120], [-0.130, 0.150, -0.168], [-0.335, 0.088, -0.082], [-0.218, -0.282, 0.018], [0.286, 0.019, 0.166], [-0.002, -0.039, 0.009], [-0.032, -0.010, -0.013], [-0.941, 0.365, -1.740], [-0.128, 0.116, -0.406], [0.146, -0.099, 0.318], [-0.069, 0.463, -0.077], [0.238, -0.265, -0.065], [-0.114, -0.085, 0.077], [-0.051, 0.154, 0.517], [-1.552, -0.241, 1.452], [-1.228, 1.481, 0.262], [-0.227, 0.549, -0.010], [-0.485, 0.468, -2.150], [4.976, -1.135, -0.048], [-0.108, 0.150, 0.185], [0.008, 2.285, -0.971], [0.159, 0.204, 0.102], [-0.778, 0.594, 1.703], [-0.082, 0.087, 0.082], [0.122, 0.144, 0.108], [-0.289, -0.175, 0.063], [-0.116, 0.178, 0.148], [-0.213, 1.717, 1.921], [-0.005, -0.012, 0.041], [-0.204, -0.153, 0.051], [-0.168, 0.121, 0.158], [-0.182, -0.279, 0.057], [-1.378, 3.134, -1.574], [0.102, -0.150, -0.309], [-0.158, 0.261, -0.137], [0.512, -0.234, 0.763], [-1.293, -1.249, 0.866], [0.139, 0.136, -0.126], [-0.211, -0.152, -0.015], [-0.179, -0.275, -0.001], [0.014, -0.141, -0.181], [-0.197, -0.053, 0.176], [0.297, -0.760, 0.032], [-0.623, 1.874, -0.500], [0.533, 0.361, -0.442]], "lowdin_spin": [-0.0007, -0.0001, 0.0001, 0.0122, -0.0012, -0.0004, 0.0007, 0.3026, 0.0000, -0.0003, 0.0010, 0.0212, 0.0023, 0.0010, -0.0007, 0.0003, 0.0011, -0.0007, 0.0000, 0.0008, 0.0000, 0.0012, 0.6239, 0.0000, -0.0012, 0.0000, 0.0028, 0.0008, 0.0011, 0.0000, 0.0000, 0.0008, 0.0000, 0.0008, -0.0004, 0.0023, 0.0009, -0.0012, -0.0004, 0.0011, 0.0011, 0.0001, 0.0000, 0.0011, 0.0214, 0.0000, -0.0003, 0.0010, 0.0000, -0.0003, 0.0121, 0.6147, 0.3021, -0.0004, 0.0009, 0.0008, 0.0000, 0.0011, -0.0007, 0.0120, 0.0121, 0.0003, 0.0008, 0.0213, -0.0003, 0.0121, -0.0002, -0.0004, 0.0000, -0.0002, 0.0000, 0.0000, 0.0000, 0.0000, 0.3072, 0.0025, 0.0000, 0.0001, 0.0212, 0.0008, 0.0001, -0.0007, 0.0010, 0.0000, 0.0003, 0.0025, 0.0025, 0.0008, 0.6232, 0.0120, -0.0008, -0.0012, 0.0214, 0.0001, 0.0025, 0.0008, 0.0001, 0.0010, -0.0012, 0.0216, -0.0012]}